# 1
{"formula": "C3H11N2O", "method": "ωB97M-V with the def2-TZVPD basis set", "species": ["C", "C", "C", "N", "N", "O", "H", "H", "H", "H", "H", "H", "H", "H", "H", "H", "H"], "coordinates": [[1.073, 1.344, 0.183], [0.976, -1.049, 0.923], [0.332, 0.065, 0.099], [-2.218, 0.037, 0.008], [-0.174, -0.314, -1.246], [-1.127, 0.222, 0.923], [0.560, 2.157, 0.819], [2.042, 1.264, 0.571], [1.188, 1.935, -0.772], [1.856, -1.354, 0.471], [0.911, -0.579, 1.830], [0.456, -2.011, 0.798], [-2.641, -0.975, 0.101], [-2.820, 0.826, 0.144], [0.133, 0.347, -1.948], [-1.442, -0.058, -0.959], [0.195, -1.217, -1.517]], "nbo_charge": [-0.710, -0.638, 0.443, -0.479, -0.805, -0.416, 0.281, 0.257, 0.241, 0.238, 0.252, 0.227, 0.416, 0.425, 0.420, 0.423, 0.426], "homo_ev": -15.378, "lumo_energy_ev": -3.18, "multiplicity": 1, "homo_lumo_gap_ev": 12.20, "total_charge": 1, "e_above_lowest_kcal_mol": 93.5}

***

# 2
{"formula": "C3H11N2O", "method": "ωB97M-V with the def2-TZVPD basis set", "species": ["C", "C", "N", "C", "N", "H", "H", "H", "H", "H", "H", "H", "H", "H", "H", "H", "O"], "coordinates": [[1.750, 0.479, -1.768], [0.329, 1.026, -1.346], [-0.105, 0.415, -0.091], [-0.623, -0.857, -0.330], [-1.500, -1.413, 0.474], [1.603, -0.614, -1.976], [2.259, 1.038, -2.556], [2.487, 0.641, -0.931], [0.475, 2.163, -1.207], [-0.419, 0.893, -2.209], [-0.479, 0.671, 0.786], [-0.439, -1.226, -1.285], [-1.309, -1.485, 1.429], [-2.492, -1.666, 0.366], [-0.447, -0.647, 3.956], [-0.486, 0.746, 3.544], [-0.605, -0.164, 3.146]], "nbo_charge": [-0.621, -0.255, -0.492, 0.465, -0.811, 0.204, 0.253, 0.233, 0.255, 0.224, 0.444, 0.199, 0.438, 0.459, 0.491, 0.491, -0.977], "homo_ev": -14.820, "lumo_energy_ev": -4.82, "multiplicity": 1, "homo_lumo_gap_ev": 10.00, "total_charge": 1, "e_above_lowest_kcal_mol": 59.9}

***

# 3
{"formula": "C3H11N2O", "method": "ωB97M-V with the def2-TZVPD basis set", "species": ["C", "C", "N", "C", "N", "H", "H", "H", "H", "H", "H", "H", "H", "H", "H", "H", "O"], "coordinates": [[-1.884, -1.532, 0.768], [-0.392, -1.168, 0.709], [0.448, 2.354, 0.655], [-0.100, 1.199, 0.944], [-0.081, 0.167, 0.133], [-2.303, -0.584, 1.111], [-2.244, -1.819, -0.216], [-2.150, -2.380, 1.398], [0.057, -1.237, 1.695], [0.142, -1.865, 0.079], [0.819, 2.525, -0.264], [0.417, 3.104, 1.328], [-0.244, 1.002, 1.999], [-0.043, 0.163, -0.879], [2.620, -0.817, -2.740], [1.381, -1.576, -2.369], [1.672, -0.691, -2.623]], "nbo_charge": [-0.622, -0.219, -0.698, 0.391, -0.513, 0.206, 0.227, 0.251, 0.213, 0.217, 0.429, 0.437, 0.227, 0.451, 0.487, 0.469, -0.952], "homo_ev": -15.111, "lumo_energy_ev": -3.73, "multiplicity": 1, "homo_lumo_gap_ev": 11.38, "total_charge": 1, "e_above_lowest_kcal_mol": 22.9}

***

# 4
{"formula": "C3H11N2O2", "method": "ωB97M-V with the def2-TZVPD basis set", "species": ["N", "C", "O", "H", "H", "H", "H", "H", "C", "N", "C", "O", "H", "H", "H", "H", "H", "H"], "coordinates": [[0.523, 0.441, -1.887], [-0.845, 0.131, -2.219], [-1.701, 1.283, -2.106], [0.821, 1.308, -2.338], [0.684, 0.493, -0.849], [-0.888, -0.266, -3.247], [-1.204, -0.614, -1.504], [-2.576, 1.095, -2.502], [1.192, 0.554, 1.983], [0.225, 0.018, 0.998], [0.077, -1.487, 1.345], [-0.330, -1.697, 2.581], [0.977, 0.078, 2.963], [1.090, 1.661, 2.068], [2.200, 0.338, 1.689], [-0.698, 0.360, 1.326], [1.079, -1.876, 1.141], [-0.626, -1.818, 0.559]], "nbo_charge": [-0.886, 0.088, -0.759, 0.338, 0.428, 0.122, 0.169, 0.452, -0.443, -0.716, 0.134, -0.943, 0.218, 0.160, 0.165, 0.339, 0.067, 0.067], "homo_ev": -2.638, "lumo_energy_ev": 3.50, "multiplicity": 1, "homo_lumo_gap_ev": 6.14, "total_charge": -1, "e_above_lowest_kcal_mol": 21.3}